{
  "formula": "C37H32ClIrO2P2",
  "method": "the ωB97M-V functional and the def2-TZVPD basis",
  "species": ["Ir", "Cl", "C", "O", "P", "C", "C", "C", "C", "C", "C", "C", "C", "H", "H", "H", "H", "H", "C", "C", "C", "C", "C", "H", "H", "H", "H", "H", "C", "C", "C", "C", "C", "H", "H", "H", "H", "H", "H", "H", "O", "P", "C", "C", "C", "C", "C", "C", "C", "C", "C", "C", "C", "C", "C", "C", "C", "C", "C", "C", "H", "H", "H", "H", "H", "H", "H", "H", "H", "H", "H", "H", "H", "H", "H"],
  "positions_angstrom": [[-0.3852, -0.1265, -0.5495], [0.4974, -2.4810, -0.5988], [-0.4277, 1.7199, -0.2287], [-0.2683, 2.8111, 0.1675], [0.0208, 0.2944, -2.5971], [-1.5378, 0.0177, -3.5132], [0.5192, 1.9633, -3.1803], [1.3325, -0.8074, -3.1645], [1.7443, 2.1632, -3.8368], [2.0465, 3.4128, -4.3887], [1.1569, 4.4815, -4.2455], [-0.0472, 4.2922, -3.5618], [-0.3647, 3.0425, -3.0288], [2.4537, 1.3407, -3.9327], [2.9719, 3.5323, -4.9558], [1.3850, 5.4475, -4.7003], [-0.7527, 5.1149, -3.4615], [-1.3173, 2.9118, -2.5165], [-2.5545, -0.7153, -2.9094], [-3.7167, -1.0310, -3.6121], [-3.9182, -0.5316, -4.9011], [-2.9394, 0.2847, -5.4820], [-1.7506, 0.5581, -4.7941], [-2.4317, -1.0391, -1.8864], [-4.4674, -1.6735, -3.1550], [-4.8280, -0.7730, -5.4559], [-3.0871, 0.7052, -6.4798], [-0.9910, 1.1990, -5.2410], [1.0880, -1.5298, -4.3333], [2.1107, -2.3178, -4.8665], [3.3136, -2.4611, -4.1665], [3.5202, -1.7901, -2.9523], [2.5438, -0.9233, -2.4677], [0.1137, -1.4495, -4.8162], [1.9428, -2.8099, -5.8289], [4.1023, -3.0935, -4.5777], [4.4452, -1.9221, -2.3913], [2.6999, -0.3713, -1.5401], [-2.3940, -1.9492, -0.4227], [-1.6205, -1.6517, -0.4567], [-0.7485, -0.0615, 1.3992], [-0.2170, -0.2224, 2.8232], [-1.4176, -1.3143, 3.5668], [-1.3973, -1.6574, 4.9235], [-2.4377, -2.4346, 5.4334], [-3.5241, -2.7897, 4.6257], [-3.5484, -2.4158, 3.2792], [-2.4726, -1.7224, 2.7407], [1.3905, -0.9699, 2.9124], [1.8731, -1.5437, 4.0954], [3.1319, -2.1479, 4.1008], [3.8952, -2.1943, 2.9267], [3.4121, -1.5866, 1.7620], [2.2007, -0.9115, 1.7817], [-0.1224, 1.2749, 3.8278], [1.0518, 1.7028, 4.4713], [1.0167, 2.8237, 5.3040], [-0.1746, 3.5341, 5.4765], [-1.3402, 3.1097, 4.8294], [-1.3178, 1.9865, 4.0036], [-0.5858, -1.3154, 5.5622], [-2.4005, -2.7477, 6.4741], [-4.3573, -3.3606, 5.0393], [-4.3911, -2.6509, 2.6288], [-2.4747, -1.4882, 1.6766], [1.2810, -1.5251, 5.0102], [3.5125, -2.5932, 5.0209], [4.8703, -2.6958, 2.9204], [3.9798, -1.6250, 0.8348], [1.8722, -0.3638, 0.8974], [1.9801, 1.1519, 4.3314], [1.9308, 3.1522, 5.7997], [-0.1849, 4.4356, 6.0917], [-2.2676, 3.6679, 4.9550], [-2.2270, 1.6533, 3.5041]],
  "mulliken_spin": [0.965, 0.233, -0.008, -0.008, -0.027, 0.037, -0.013, 0.186, 0.010, 0.005, 0.004, 0.000, -0.008, 0.021, 0.001, 0.000, 0.000, 0.001, -0.032, 0.007, 0.002, 0.003, -0.003, 0.040, 0.000, 0.000, 0.000, 0.001, -0.059, 0.189, 0.194, -0.036, 0.234, -0.002, -0.003, 0.000, 0.001, 0.014, 0.005, -0.002, 0.092, 0.144, 0.004, -0.021, -0.003, 0.002, 0.004, 0.029, 0.019, -0.006, 0.002, 0.000, 0.021, -0.009, 0.343, 0.480, -0.134, 0.593, 0.297, 0.067, -0.001, 0.000, 0.000, 0.000, -0.004, -0.001, -0.001, 0.000, 0.001, -0.003, 0.065, -0.002, 0.022, 0.003, 0.045],
  "total_charge": 2,
  "multiplicity": 5,
  "gap_ev": [3.91, 3.48]
}